(1)
{
  "formula": "C47H59N3O14PS",
  "method": "the ωB97M-V functional and the def2-TZVPD basis",
  "species": ["H", "H", "H", "H", "H", "C", "C", "C", "H", "C", "H", "C", "C", "H", "H", "C", "H", "O", "N", "N", "H", "C", "H", "C", "O", "H", "C", "C", "H", "H", "H", "C", "C", "C", "H", "C", "O", "H", "C", "H", "O", "C", "C", "H", "C", "H", "C", "C", "H", "C", "H", "C", "C", "P", "C", "C", "H", "O", "H", "H", "H", "H", "H", "H", "C", "H", "C", "H", "C", "H", "H", "O", "O", "H", "H", "H", "O", "C", "O", "H", "H", "H", "H", "H", "H", "C", "O", "N", "O", "C", "H", "C", "H", "C", "C", "H", "C", "C", "C", "O", "H", "C", "C", "C", "C", "O", "H", "H", "H", "H", "H", "H", "C", "O", "H", "C", "C", "C", "H", "H", "H", "S", "C", "H", "H"],
  "coordinates": [[-5.111, -0.887, -1.229], [-5.676, 3.425, -2.864], [1.306, 0.325, -2.027], [-2.975, -7.323, 1.308], [-4.884, -4.588, -1.620], [-3.291, 1.587, -1.221], [-2.696, -0.243, 0.454], [-4.844, -6.914, 2.381], [-4.016, -1.332, 1.372], [-1.405, 5.287, 0.037], [1.418, 6.129, -2.489], [12.291, 5.747, 2.682], [1.424, 0.894, 0.071], [-6.083, 0.934, -0.610], [3.917, -0.125, -2.026], [-3.528, -6.532, 1.798], [4.145, 1.781, -3.235], [4.859, 3.185, 0.592], [-6.241, 1.617, -1.345], [-4.022, -0.674, 0.596], [-2.033, 7.089, -0.949], [-2.227, 6.020, -1.025], [12.960, 6.504, 2.293], [-1.939, 5.593, -2.468], [8.871, 4.908, 3.101], [2.884, 3.578, -4.605], [-5.167, -4.599, 3.141], [-4.539, -1.508, -0.547], [1.138, -3.472, 2.168], [2.051, -0.843, -0.989], [-1.993, -1.587, 1.907], [3.553, 2.002, -2.348], [7.553, 1.536, 3.177], [3.414, 0.698, -1.522], [-1.301, 4.232, -0.200], [-5.626, -5.847, 3.061], [8.349, 1.047, 3.948], [4.186, 2.281, 2.924], [10.720, 3.613, 3.779], [-4.811, -3.412, 0.363], [2.701, -2.252, 1.125], [-4.623, -8.419, -0.516], [-5.959, -4.580, -1.437], [2.035, 0.626, 0.928], [5.238, 2.184, 2.688], [1.665, 2.918, -1.904], [12.936, 4.557, 3.296], [-6.287, -10.722, -0.889], [-5.989, -2.165, 0.884], [10.968, 5.861, 2.621], [-2.989, -9.587, -1.195], [-5.445, -2.587, 0.040], [-0.670, 6.204, -3.070], [-5.460, 1.248, -2.792], [2.443, 3.885, -3.658], [-6.863, -9.610, -0.439], [1.436, 1.975, -0.050], [-3.550, 2.706, -0.841], [1.660, 1.926, -3.368], [-6.004, 2.525, -0.957], [-1.926, 4.503, -2.564], [7.382, 2.976, 0.039], [-6.468, -2.548, -1.878], [1.241, -0.410, 2.417], [-3.862, -4.229, 2.557], [3.929, 0.838, -0.570], [-4.046, -9.528, -0.967], [-0.571, 1.815, -2.266], [10.079, 4.802, 3.163], [5.833, 1.270, 4.507], [0.446, 4.781, -1.878], [-5.396, 2.713, -3.450], [-5.254, -8.047, 2.304], [10.055, 2.852, 4.169], [-0.058, -1.487, 2.888], [9.027, 1.962, 1.616], [0.497, -2.821, 0.083], [-1.719, -0.798, 1.226], [-6.599, -7.357, 0.194], [-5.720, -3.805, 3.626], [-2.125, -4.981, 1.457], [-3.279, 5.821, -0.826], [0.361, 3.856, -4.204], [-1.901, 5.361, 1.005], [-2.782, 5.930, -3.076], [12.044, 3.499, 3.838], [14.140, 4.454, 3.351], [-0.427, -0.426, 1.139], [-4.305, -11.779, -1.597], [7.973, 2.048, 1.850], [-0.777, 6.209, -4.156], [7.097, 2.589, 1.009], [3.093, 4.577, -3.119], [-6.076, -8.373, -0.216], [2.243, 2.649, -2.787], [-6.223, -5.312, -0.676], [1.114, 4.601, -3.920], [1.997, 0.226, -1.193], [6.114, 1.646, 3.531], [-3.774, 0.990, -2.299], [-0.415, 5.725, 0.161], [-6.412, -3.188, -0.995], [-2.315, 0.771, -0.418], [0.498, -1.100, 2.037], [-4.833, -10.771, -1.188], [-3.449, -3.080, 2.615], [12.535, 2.642, 4.281], [-0.598, 7.243, -2.752], [10.476, 6.718, 2.180], [-6.579, -6.145, 3.478], [-6.840, -11.637, -1.058], [-3.698, -1.974, -1.061], [-0.007, 0.506, 0.259], [-0.588, 2.113, -1.347], [-7.420, -3.228, -0.589], [5.661, 2.696, 1.360], [0.619, 5.428, -2.737], [-0.982, 1.115, -0.516], [1.227, 5.256, -4.785], [4.081, 2.728, -1.732], [-7.919, -9.550, -0.212], [1.301, -2.514, 1.228], [-3.075, -5.284, 1.881], [-6.448, -4.853, -2.371], [-4.072, -7.501, -0.349]],
  "forces_ev_per_angstrom": [[0.157, -0.052, -0.131], [0.191, 0.234, -0.051], [0.013, 0.147, -0.083], [0.056, 0.050, 0.188], [0.095, -0.079, 0.024], [-0.229, 0.850, 0.083], [-0.556, 0.163, -0.208], [0.010, 0.042, 0.171], [-0.264, 0.292, 0.282], [-0.057, 0.285, 0.180], [0.037, -0.007, 0.208], [-0.019, 0.008, -0.007], [-0.219, -0.010, -0.214], [-0.343, -0.102, -0.053], [0.076, -0.008, -0.081], [0.059, 0.077, 0.102], [0.169, 0.154, -0.024], [-0.101, -0.066, -0.003], [0.485, 0.066, 0.071], [0.240, -0.695, -0.293], [-0.271, 0.142, 0.082], [0.280, -0.647, -0.126], [0.021, -0.012, 0.009], [-0.162, 0.476, -0.182], [-0.039, -0.095, -0.006], [0.288, 0.123, -0.013], [0.008, -0.003, 0.004], [-0.131, 0.149, 0.655], [-0.111, -0.062, 0.041], [-0.050, -0.071, -0.053], [0.240, -0.141, 0.229], [-0.299, -0.139, 0.196], [-0.001, 0.054, -0.004], [-0.211, 0.227, -0.010], [0.008, -0.098, -0.052], [0.023, -0.015, -0.048], [0.016, -0.003, 0.025], [0.001, 0.041, -0.009], [-0.014, 0.005, 0.008], [-0.049, 0.124, 0.412], [-0.021, 0.022, 0.087], [-0.045, -0.120, -0.175], [-0.369, 0.288, -0.026], [0.125, 0.057, 0.030], [0.013, -0.021, 0.007], [-0.100, 0.042, -0.033], [-0.022, 0.001, 0.004], [-0.006, 0.031, 0.010], [0.011, -0.034, 0.146], [0.018, 0.002, -0.002], [0.003, -0.036, -0.021], [-0.160, -0.137, -0.619], [-0.009, -0.538, 0.056], [-0.139, -0.202, -0.262], [-0.643, -0.067, 0.413], [0.032, 0.012, 0.008], [0.128, 0.071, 0.122], [-0.084, -0.582, -0.166], [-0.139, 0.001, -0.002], [-0.023, 0.032, 0.088], [0.060, -0.078, 0.105], [-0.019, 0.014, -0.002], [-0.013, 0.172, 0.032], [0.188, -0.052, -0.077], [-0.045, -0.002, 0.029], [0.138, -0.108, 0.031], [-0.012, 0.076, -0.004], [0.003, 0.117, -0.087], [0.042, 0.036, 0.023], [0.032, 0.000, 0.009], [0.096, 0.032, 0.142], [-0.161, -0.127, 0.024], [0.236, -0.062, 0.487], [-0.004, 0.005, -0.002], [-0.087, -0.058, -0.008], [0.005, -0.017, 0.020], [-0.075, -0.183, 0.155], [-0.007, -0.345, 0.157], [-0.171, 0.014, -0.239], [0.015, 0.008, 0.002], [0.002, 0.014, 0.005], [-0.098, 0.180, 0.044], [-0.100, 0.004, -0.039], [0.010, -0.001, 0.079], [-0.057, -0.012, -0.035], [-0.018, 0.002, -0.013], [0.030, -0.006, -0.004], [0.090, 0.124, 0.164], [0.019, -0.030, -0.014], [-0.012, 0.017, -0.049], [0.002, 0.154, -0.077], [0.009, -0.030, -0.008], [0.313, 0.032, -0.251], [-0.103, -0.050, -0.173], [0.257, -0.163, -0.147], [0.214, -0.103, -0.085], [0.129, -0.146, -0.054], [0.199, -0.484, 0.330], [-0.036, -0.012, -0.011], [0.025, 0.124, 0.500], [0.120, -0.070, -0.088], [0.236, 0.033, -0.234], [0.190, 0.159, -0.506], [-0.086, 0.090, 0.321], [-0.012, 0.024, 0.031], [0.125, -0.014, 0.040], [0.022, 0.010, 0.000], [0.036, 0.083, 0.016], [-0.023, -0.007, 0.008], [-0.004, -0.026, -0.031], [0.020, -0.014, -0.006], [-0.037, 0.098, -0.347], [0.256, 0.028, 0.250], [-0.015, 0.015, -0.048], [-0.071, -0.071, 0.033], [0.059, 0.048, 0.014], [0.008, 0.204, -0.336], [-0.155, -0.015, -0.268], [-0.026, 0.089, -0.026], [0.233, 0.081, -0.157], [0.003, 0.022, 0.011], [0.272, 0.202, -0.390], [0.038, 0.008, 0.003], [-0.050, -0.170, 0.003], [-0.155, -0.086, -0.234]],
  "energy_ev": -102945.463,
  "e_lumo_ev": -4.14,
  "orbital_gap_ev": 7.3,
  "total_charge": 1
}

---

(2)
{
  "formula": "C17H15N5O3Pd",
  "method": "the ωB97M-V functional and the def2-TZVPD basis",
  "species": ["H", "C", "H", "H", "H", "C", "H", "C", "H", "H", "O", "Pd", "C", "N", "H", "C", "C", "H", "O", "C", "H", "C", "H", "C", "H", "N", "H", "O", "N", "C", "N", "H", "C", "C", "C", "N", "C", "H", "C", "C", "C"],
  "coordinates": [[0.878, 2.407, 4.777], [2.888, 3.017, 2.128], [2.776, 3.882, 4.092], [3.729, 3.592, 1.765], [-4.427, -0.779, -1.636], [-0.087, -2.081, -1.834], [-0.707, -3.585, -3.215], [1.302, 2.350, 3.785], [-4.584, 0.793, -0.859], [-5.508, -0.595, -0.235], [3.878, 2.472, -0.519], [0.660, 0.140, 0.076], [2.929, 1.824, -0.094], [2.299, 0.814, -0.693], [-2.909, -2.010, 3.233], [1.764, -1.325, -3.682], [0.905, -2.366, -3.976], [3.655, 0.015, -2.089], [-2.026, 0.323, -1.209], [-3.720, -1.230, 1.436], [2.511, -0.996, -4.392], [-1.356, -1.197, 1.922], [-0.035, 0.773, 3.117], [2.329, 2.085, 1.280], [-4.757, -1.458, 1.648], [-1.172, -0.574, 0.706], [-0.803, -2.326, -1.062], [-0.399, -1.453, 2.649], [-3.487, -0.623, 0.235], [-0.028, -2.766, -3.029], [0.737, -1.069, -1.560], [0.963, -2.868, -4.933], [0.776, 1.446, 2.876], [-4.565, -0.281, -0.678], [2.629, 0.399, -2.034], [1.272, 1.329, 1.646], [2.360, 3.159, 3.403], [2.577, 1.234, -2.741], [-2.194, -0.254, -0.140], [-2.728, -1.525, 2.287], [1.675, -0.695, -2.450]],
  "forces_ev_per_angstrom": [[0.000, 0.015, -0.006], [0.004, -0.011, 0.050], [-0.001, -0.015, 0.003], [0.000, 0.004, 0.006], [0.001, 0.001, -0.002], [-0.032, -0.030, -0.081], [-0.003, 0.007, 0.002], [-0.028, -0.015, 0.036], [-0.003, 0.001, 0.004], [0.000, -0.003, 0.002], [-0.070, -0.024, 0.047], [-0.006, -0.793, 0.409], [-0.050, -0.015, 0.023], [0.206, 0.220, -0.078], [-0.013, 0.002, -0.004], [0.037, -0.037, -0.002], [-0.017, -0.007, 0.005], [0.007, 0.001, -0.023], [-0.016, -0.040, -0.014], [-0.010, -0.023, 0.025], [0.004, -0.009, 0.001], [0.124, -0.112, 0.038], [0.015, 0.040, 0.052], [0.064, -0.092, -0.022], [-0.001, 0.006, 0.006], [-0.069, 0.236, 0.089], [0.006, -0.001, -0.021], [-0.068, 0.105, -0.020], [0.005, 0.021, -0.018], [0.023, 0.009, -0.005], [-0.030, 0.372, -0.204], [0.007, -0.001, 0.003], [-0.024, -0.022, -0.107], [0.006, 0.000, 0.003], [-0.045, -0.067, 0.031], [-0.006, 0.306, -0.311], [-0.020, -0.030, -0.037], [-0.032, 0.010, -0.009], [-0.045, 0.031, 0.095], [-0.007, -0.034, -0.043], [0.085, -0.005, 0.076]],
  "energy_ev": -34947.691,
  "e_lumo_ev": 0.13,
  "orbital_gap_ev": 8.5,
  "de_lowest_ev": 0.053
}

---

(3)
{
  "formula": "C22H38Cl17NO3",
  "method": "the ωB97M-V functional and the def2-TZVPD basis",
  "species": ["C", "Cl", "H", "H", "H", "C", "H", "H", "Cl", "C", "C", "O", "H", "O", "H", "C", "H", "H", "C", "Cl", "Cl", "Cl", "H", "H", "C", "H", "H", "C", "C", "H", "C", "Cl", "C", "Cl", "H", "C", "C", "H", "Cl", "H", "H", "C", "H", "H", "H", "H", "C", "H", "H", "Cl", "Cl", "H", "O", "Cl", "H", "Cl", "H", "H", "Cl", "H", "H", "C", "Cl", "C", "H", "C", "Cl", "C", "C", "H", "Cl", "C", "H", "C", "H", "N", "H", "Cl", "H", "H", "H"],
  "coordinates": [[-2.272, -3.972, -1.056], [2.671, 3.146, -1.301], [-2.623, 4.209, -3.608], [3.962, -1.057, -0.191], [0.638, 5.891, 0.218], [-1.524, -1.702, -0.182], [0.630, -1.744, 5.135], [-2.529, -1.118, 2.976], [6.794, 0.929, 7.715], [-2.156, -0.571, 2.117], [0.134, -0.602, 1.007], [-0.631, 0.226, 3.844], [4.668, 4.198, -1.974], [-0.375, -4.884, -4.170], [-1.122, -0.429, -1.945], [-2.710, -2.599, -0.533], [-3.236, -2.127, -1.372], [-3.517, 0.214, -0.824], [-1.717, -3.890, -2.489], [3.242, -2.959, -1.370], [1.948, -3.695, 5.276], [-0.447, 4.861, -2.993], [-2.250, 5.870, -4.115], [1.036, -5.823, -5.307], [-2.508, 0.625, -0.728], [-0.950, -5.921, -2.525], [4.148, -3.097, -6.652], [-2.162, 5.145, -3.315], [-1.164, -1.421, 1.265], [1.637, -5.346, -3.710], [-2.324, 1.973, -0.449], [5.356, -0.149, 10.023], [4.218, -2.937, -5.583], [-3.001, 5.770, -1.890], [-2.492, 2.317, 0.567], [-5.829, 5.788, 0.361], [-1.330, -0.353, -0.870], [-3.184, -4.572, -1.090], [-0.950, -2.938, 2.185], [-5.421, 6.210, 1.272], [-2.594, 0.177, 4.613], [0.991, -5.050, -4.534], [3.567, 5.319, -1.141], [5.073, -2.312, -5.354], [-0.652, -2.260, -0.557], [-1.558, -4.444, -0.379], [5.616, -0.264, 8.278], [0.618, 0.078, -0.733], [1.935, -1.756, 3.933], [2.752, -2.106, -5.040], [2.485, -0.163, -1.782], [-1.143, 1.435, 2.165], [1.195, -0.646, 1.596], [-7.511, 6.308, 0.195], [-2.507, -4.082, -3.213], [3.044, 5.082, -3.425], [-1.468, 1.679, 4.762], [0.856, 4.903, 1.682], [-0.949, 4.168, 0.371], [-2.020, 2.657, -1.233], [-2.963, -0.127, 1.535], [-0.621, -4.903, -2.767], [-5.699, 4.027, 0.440], [-1.927, 0.903, 4.168], [4.675, -0.088, 7.773], [-1.431, 0.594, 2.785], [-0.742, 6.606, 1.987], [3.748, -1.273, -1.231], [1.675, -1.971, 4.963], [-1.310, -2.888, -2.649], [2.660, -0.951, 6.024], [0.133, 5.392, 1.039], [5.985, -1.256, 8.044], [3.637, 4.514, -1.864], [0.274, -4.669, -2.183], [-0.175, 0.212, -0.104], [4.630, -1.118, -1.841], [4.437, -4.501, -4.790], [-3.448, -2.699, 0.263], [1.341, -4.134, -5.018], [-5.268, 6.142, -0.496]],
  "forces_ev_per_angstrom": [[-0.561, 0.067, -0.258], [0.045, 0.089, 0.216], [0.014, -0.030, 0.098], [-0.131, -0.001, 0.024], [-0.103, 0.034, -0.031], [-0.054, -0.966, -0.578], [0.017, 0.009, 0.053], [-0.302, -0.519, -0.396], [0.001, -0.018, -0.063], [0.750, 1.138, -0.018], [0.102, -0.278, 0.405], [0.212, -0.757, -0.025], [-0.030, -0.067, -0.049], [0.590, 0.166, 0.476], [0.684, -0.488, 0.161], [-0.179, 0.427, -0.477], [-0.171, 0.065, 0.121], [0.029, -0.494, 1.950], [0.266, -0.200, 0.556], [0.027, 0.002, 0.038], [-0.033, 0.070, -0.032], [-0.013, -0.013, -0.165], [0.041, 0.062, 0.057], [0.075, -0.152, 0.143], [0.145, -0.052, 0.154], [-0.011, 0.052, 0.365], [-0.074, -0.050, 0.017], [0.001, -0.018, -0.091], [-0.379, 0.254, 0.904], [-0.016, 0.130, 0.124], [-0.778, -1.351, -0.580], [-0.037, -0.047, -0.002], [0.022, 0.052, -0.068], [-0.074, 0.060, -0.094], [-2.192, 0.715, -0.556], [0.043, 0.038, 0.020], [-0.824, 1.740, -0.792], [0.186, -0.346, 0.188], [0.625, -0.049, -0.272], [-0.072, -0.063, 0.057], [-0.355, 0.354, 0.156], [-0.495, -0.100, -0.975], [-0.088, 0.013, -0.032], [-0.024, -0.003, 0.078], [0.051, -0.004, 0.095], [-0.027, 0.001, 0.087], [-0.039, -0.038, -0.028], [0.183, 0.950, 0.455], [0.027, 0.006, 0.007], [0.249, 0.289, -0.048], [0.373, -0.041, -0.383], [0.437, -0.032, -0.078], [-1.091, 0.074, -0.735], [0.021, 0.078, -0.003], [-0.086, 0.277, -0.041], [0.101, 0.169, -0.087], [-1.388, 0.993, -0.148], [-0.070, -0.016, 0.054], [0.689, 0.523, 0.512], [2.048, -0.172, 0.567], [-0.143, -0.384, -0.116], [-0.441, -0.067, -0.540], [0.106, 0.014, -0.006], [2.463, -1.131, -0.050], [0.015, 0.084, 0.049], [-1.531, 0.616, 0.557], [0.049, 0.028, 0.001], [0.038, -0.147, 0.174], [-0.090, -0.068, -0.172], [0.004, -0.023, -0.278], [-0.021, 0.056, -0.005], [0.035, -0.013, -0.046], [0.066, 0.018, 0.049], [-0.015, -0.037, 0.006], [0.083, 0.005, -0.064], [0.942, -1.278, -1.037], [-0.083, -0.005, -0.105], [0.051, -0.003, -0.025], [0.166, 0.077, 0.212], [0.056, -0.189, 0.410], [-0.110, -0.078, -0.046]],
  "energy_ev": -243938.012,
  "smiles": "C=C[C@H]1NC(=O)[C@@](Cl)(C[C@H]2CO2)[C@H]1CCCCOC.ClCCl.ClCCl.ClCCl.ClCCl.ClCCl.ClCCl.ClCCl.ClCCl",
  "e_lumo_ev": -0.46,
  "orbital_gap_ev": 7.2
}